*one*
C3H3ClOS | ωB97M-V/def2-TZVPD

For the HOMO energy, the calculation gives -9.22 eV. For the HOMO-LUMO gap, the calculation gives 8.7 eV. The SMILES is C=C=O.S=CCl.

```
9
C3H3ClOS, DFT ωB97M-V/def2-TZVPD
C 2.02192 0.24081 -0.10447
C 1.34201 -0.84030 0.04643
O 0.66526 -1.79196 0.07426
H 3.18809 0.38041 0.01175
H 1.45993 1.16394 -0.32794
S -1.48990 1.59526 0.33484
C -2.19752 0.21072 -0.01661
Cl -1.96584 -1.21453 0.75251
H -3.02394 0.25564 -0.77077
```



*two*
C3H3ClOS | ωB97M-V/def2-TZVPD

For the HOMO energy, the calculation gives -8.93 eV. For the HOMO-LUMO gap, the calculation gives 8.3 eV. The SMILES is OC(=S)/C=C/Cl.

```
9
C3H3ClOS, DFT ωB97M-V/def2-TZVPD
O 1.87630 1.00101 -0.11343
C 1.04142 -0.06948 -0.02809
S 1.71798 -1.58483 -0.05552
C -0.34518 0.29882 0.09445
C -1.26395 -0.67914 0.05006
Cl -2.94277 -0.52105 -0.09329
H 1.38532 1.84405 -0.05898
H -0.58026 1.37065 0.08749
H -0.88886 -1.66002 0.11730
```



Which of them is most stable, and which least? Most stable: *two*; least stable: *one*.